62
Properties=species:S:1:pos:R:3:forces:R:3:nbo_charge:R:1 method="wB97M-V/def2-TZVPD" total_charge=+1 fmax_ha_per_bohr=0.0111 homo_energy_ha=-0.38927 total_energy_ev=-46408.510 orbital_gap_ev=7.79
Ca 0.6356 0.3334 0.4234 -0.23 -0.21 -0.41 1.807
C 1.1565 1.1573 2.7468 -0.36 0.20 0.21 -0.417
C 2.3574 0.6633 2.1831 0.57 -0.03 0.04 -0.224
C 2.7159 1.5735 1.1235 -0.12 0.04 -0.01 -0.092
C 1.7009 2.5722 1.0814 0.00 -0.09 0.18 -0.436
C 0.7412 2.3346 2.0915 0.22 0.05 -0.02 -0.166
C -0.4082 3.2501 2.4899 0.01 0.00 -0.03 -0.062
C -0.1554 4.6706 1.9762 -0.01 0.00 -0.02 -0.602
C -0.5377 3.2951 4.0168 0.01 -0.02 0.00 -0.599
C -1.7400 2.7559 1.9079 -0.09 0.05 0.05 -0.608
C 3.8023 1.5280 0.0400 -0.01 0.02 0.05 -0.094
C 3.4778 0.4029 -0.9599 0.00 0.01 -0.06 -0.614
C 5.2182 1.3697 0.6052 0.02 -0.02 -0.02 -0.603
C 3.8116 2.8330 -0.7695 0.02 0.03 -0.01 -0.600
C 3.0988 -0.5051 2.8604 -0.02 0.03 0.01 -0.073
C 2.1455 -1.2729 3.7914 0.02 -0.01 -0.01 -0.597
C 3.6746 -1.5590 1.9057 -0.03 0.01 -0.04 -0.594
C 4.2231 0.0651 3.7396 0.02 0.02 0.01 -0.600
H 0.6536 0.7184 3.5942 0.01 0.05 0.04 0.233
H 1.6956 3.4192 0.4127 0.00 -0.02 0.04 0.237
H 0.7914 5.0594 2.3540 -0.02 -0.02 -0.01 0.224
H -0.9553 5.3363 2.3077 0.02 -0.02 -0.01 0.216
H -0.1273 4.7072 0.8846 0.00 0.00 0.02 0.202
H 0.3910 3.6404 4.4732 -0.01 -0.01 -0.02 0.223
H -0.7719 2.3118 4.4291 0.01 0.01 0.00 0.203
H -1.3390 3.9772 4.3093 0.02 -0.01 -0.01 0.214
H -1.6912 2.7221 0.8119 0.02 0.06 0.01 0.180
H -2.5556 3.4330 2.1734 0.02 -0.02 -0.01 0.229
H -1.9893 1.7677 2.3088 0.02 0.00 0.00 0.195
H 3.3981 -0.5767 -0.4868 0.01 -0.02 0.02 0.204
H 4.2375 0.3304 -1.7421 -0.01 -0.02 0.03 0.240
H 2.5390 0.6264 -1.4950 0.00 0.01 0.01 0.166
H 5.3721 0.4364 1.1385 0.00 0.04 -0.03 0.206
H 5.4333 2.1875 1.2954 0.00 -0.02 -0.02 0.224
H 5.9497 1.4109 -0.2058 -0.03 0.00 0.02 0.214
H 2.8713 3.0012 -1.2995 0.04 -0.01 0.00 0.198
H 4.6048 2.7869 -1.5180 -0.01 0.00 0.01 0.218
H 4.0033 3.6956 -0.1295 -0.01 -0.03 -0.01 0.225
H 1.2716 -1.6598 3.2569 0.00 0.00 -0.01 0.189
H 1.7946 -0.6597 4.6196 0.01 0.01 0.01 0.216
H 2.6711 -2.1266 4.2215 0.01 0.01 0.00 0.220
H 2.8795 -2.0370 1.3216 -0.01 0.01 0.02 0.174
H 4.1566 -2.3491 2.4847 -0.01 0.01 0.00 0.224
H 4.4162 -1.1707 1.2151 -0.01 0.00 0.00 0.209
H 3.8057 0.7518 4.4786 0.01 -0.02 -0.02 0.218
H 4.9592 0.6144 3.1553 -0.03 -0.02 0.04 0.214
H 4.7378 -0.7398 4.2713 -0.02 0.02 -0.01 0.210
O -1.6909 0.1588 0.1489 -0.18 -0.12 -0.05 -0.802
C -2.4206 -1.0488 -0.0985 0.15 0.07 0.04 -0.101
C -1.4602 -2.1841 -0.3455 0.15 0.09 0.01 0.205
C -1.9664 -3.4411 -0.6376 -0.06 -0.03 -0.02 -0.237
C -1.0869 -4.4791 -0.8727 0.00 -0.07 -0.02 -0.118
C 0.2783 -4.2327 -0.8185 0.01 -0.02 -0.01 -0.241
C 0.6995 -2.9555 -0.5211 -0.13 0.11 0.01 0.049
N -0.1471 -1.9368 -0.2776 0.03 -0.13 -0.07 -0.581
H -2.2965 0.8522 0.4407 0.02 -0.02 0.02 0.523
H -3.0666 -0.9181 -0.9671 -0.02 0.00 -0.05 0.210
H -3.0464 -1.2858 0.7629 -0.03 0.00 0.05 0.210
H -3.0375 -3.5967 -0.6807 0.03 0.00 0.00 0.237
H -1.4595 -5.4691 -1.1012 0.01 0.01 0.00 0.241
H 1.0021 -5.0135 -1.0042 -0.02 0.02 0.00 0.246
H 1.7572 -2.7254 -0.4785 0.00 0.02 0.02 0.207

62
Properties=species:S:1:pos:R:3:forces:R:3:nbo_charge:R:1 method="wB97M-V/def2-TZVPD" de_lowest_kj_mol=205.9 total_charge=0 multiplicity=5 fmax_ha_per_bohr=0.0728 homo_energy_ha="-0.16103 / -0.15386" total_energy_ev=-71420.477 orbital_gap_ev="4.73 / 4.38"
P -1.7793 -1.9697 -1.5645 2.08 -1.09 0.85 1.071
P 2.4348 -1.2948 0.1491 -2.94 0.46 1.24 1.541
C -0.0156 -2.9420 -1.3796 -1.41 0.67 -1.02 -0.709
C 1.2493 -2.6663 -0.2650 3.67 -0.02 0.74 -0.850
H 0.3104 -3.0133 -2.4363 0.39 0.00 1.18 0.251
H -0.4155 -3.9270 -1.0742 0.40 0.83 -0.10 0.256
H 0.9909 -3.1877 0.6732 -0.05 0.44 -0.26 0.247
H 2.0555 -3.2576 -0.7009 -0.40 -0.33 0.05 0.256
C 3.5841 -0.7491 -1.0970 0.56 -0.23 -0.61 -0.973
H 4.1434 0.1177 -0.7077 -0.24 -0.35 -0.01 0.267
H 3.0362 -0.4321 -1.9915 0.13 -0.11 0.21 0.266
H 4.2853 -1.5615 -1.3445 -0.14 0.30 -0.01 0.244
C 3.3453 -1.7337 1.6203 1.20 -0.23 0.66 -1.022
H 4.3795 -1.9925 1.3760 0.03 -0.09 0.17 0.238
H 2.8792 -2.5908 2.1194 0.04 0.27 -0.11 0.248
H 3.3466 -0.8678 2.2880 0.04 -0.07 0.05 0.259
C -2.4624 -1.8460 -3.2494 -0.80 0.83 0.40 -0.955
H -3.2549 -1.0864 -3.1685 -0.07 -0.18 -0.52 0.233
H -2.8863 -2.7905 -3.6132 0.15 0.22 0.22 0.235
H -1.7006 -1.4803 -3.9419 -0.08 -0.07 0.16 0.241
C -2.8799 -3.0427 -0.5960 -0.53 0.40 -0.20 -0.941
H -2.3221 -3.4944 0.2329 -0.08 0.21 -0.18 0.241
H -3.3655 -3.8385 -1.1921 -0.05 0.41 0.29 0.214
H -3.6351 -2.3370 -0.1930 0.01 -0.72 0.07 0.225
Cr 0.1114 -1.0196 -0.8584 -2.33 -1.38 -0.88 0.133
C 1.5833 -5.1759 -1.7173 1.68 0.60 -0.79 -0.180
C 2.0191 -4.3123 -2.6788 0.91 -1.95 1.30 -0.181
C 1.9662 -4.6335 -4.1310 -0.35 -0.02 -0.77 -0.452
C 0.5870 -5.1685 -4.6214 0.41 0.08 -0.13 -0.443
C -0.5776 -4.5779 -3.8863 -1.24 -0.76 0.06 -0.205
C -1.1184 -5.1298 -2.7806 -0.69 -0.30 -1.59 -0.178
C -0.6158 -6.4022 -2.1548 0.41 -0.20 0.40 -0.454
C 0.9333 -6.4825 -1.9927 -0.28 -0.53 -0.27 -0.449
C -1.7968 0.0982 -1.0052 -0.54 1.87 0.04 -1.007
H 1.7815 -5.0389 -0.6514 -0.11 0.36 -0.46 0.200
H 2.6209 -3.4083 -2.4891 -0.56 -0.46 0.41 0.199
H 2.7212 -5.4003 -4.3757 -0.05 0.31 0.02 0.221
H 2.2301 -3.7200 -4.6930 -0.11 -0.41 0.09 0.209
H 0.5004 -4.9006 -5.6887 -0.03 -0.41 0.35 0.220
H 0.5662 -6.2644 -4.5009 -0.03 0.47 -0.42 0.204
H -1.0822 -3.7670 -4.4271 0.20 -0.11 0.64 0.208
H -2.0835 -4.7905 -2.3663 0.75 0.12 -0.44 0.208
H -0.9214 -7.2770 -2.7523 -0.10 0.25 0.11 0.225
H -1.0848 -6.5332 -1.1658 0.13 0.09 -0.29 0.210
H 1.1433 -7.1696 -1.1531 0.04 0.17 -0.49 0.218
H 1.3706 -6.8928 -2.9134 -0.10 -0.21 0.44 0.203
H -1.1064 0.6212 -0.2848 -0.70 -0.21 -0.41 0.249
H -2.7315 -0.1235 -0.4579 0.21 0.60 -0.39 0.205
H -1.9390 0.7401 -1.8922 -0.23 0.01 0.58 0.223
C 1.3524 0.0559 0.4885 0.69 -0.07 -1.28 -0.776
C 1.4831 1.2087 0.9889 0.16 -0.10 0.64 0.146
C 1.4529 2.3977 1.6695 0.21 -0.58 -0.34 -0.193
C 2.2685 3.4769 1.2678 -0.14 1.07 0.59 -0.213
C 2.2083 4.6727 1.9892 -0.19 -1.08 -0.29 -0.203
C 1.3598 4.7699 3.1068 0.23 0.83 0.19 -0.271
C 0.5781 3.6836 3.5137 -0.06 -0.71 -0.18 -0.195
C 0.6272 2.4850 2.8112 -0.17 0.68 0.59 -0.210
H 2.9314 3.3285 0.4215 -0.08 0.23 0.07 0.206
H 2.8350 5.4923 1.6629 -0.07 0.14 0.20 0.209
H 1.3353 5.7101 3.6818 -0.04 -0.56 -0.35 0.208
H -0.0706 3.7406 4.3894 0.24 0.17 -0.20 0.209
H 0.0709 1.5899 3.0992 0.05 0.46 0.02 0.214

79
Properties=species:S:1:pos:R:3:forces:R:3:lowdin_charge:R:1 method="wB97M-V/def2-TZVPD" total_charge=0 fmax_ha_per_bohr=0.1750 homo_energy_ha=-0.34162 total_energy_ev=-104089.510 orbital_gap_ev=7.35
C 3.1388 -4.8408 2.6798 0.03 1.07 -0.09 -0.122
O 3.0134 -5.8886 1.6357 -0.98 2.27 -0.21 -0.266
C 2.1581 -5.3681 0.5221 -1.08 -0.49 0.51 -0.204
C 0.6189 -5.8797 0.8920 0.91 -0.14 -0.84 -0.171
C -0.3905 -5.6363 -0.3765 0.04 0.25 0.19 -0.201
C -1.6957 -4.7025 -0.0400 -0.41 0.79 -0.42 -0.214
C -2.4257 -5.0162 1.3941 -0.01 -1.09 -0.16 -0.201
C -4.0715 -5.0346 1.2618 0.07 0.01 0.66 -0.213
C -4.8033 -3.6310 1.6900 -0.78 -0.25 -0.58 -0.243
C -4.4777 -2.5276 0.5036 -0.43 -0.06 0.39 -0.282
Si -3.4097 -1.0336 1.2025 -1.82 -2.50 -0.85 0.212
S -4.9123 0.4003 1.9369 -0.60 -0.45 0.01 0.465
C -2.4184 -0.3596 -0.3158 -0.14 0.82 -1.82 -0.225
C -3.2969 -0.7233 -1.6921 3.72 -3.93 -3.97 -0.152
O -2.6919 -1.4582 -2.6667 -3.90 4.76 6.21 -0.091
O -2.4222 -1.7172 2.4826 2.05 3.67 -0.70 -0.397
Si -1.1392 -0.6351 3.0012 -2.97 -3.00 0.41 0.523
P -1.7560 1.4603 3.2977 -3.62 4.40 4.20 0.570
O -2.9142 1.4297 4.4050 4.35 -0.41 -4.32 -0.400
O -0.3910 2.2691 4.0953 -2.17 -2.74 -0.71 -0.253
O -2.1888 2.3104 1.8421 2.06 0.24 3.23 -0.264
S 0.6902 -0.8171 1.7868 5.63 -7.02 -0.17 0.712
O 0.6050 -2.0192 0.7760 -0.76 4.98 2.51 -0.378
O 1.8802 -1.1965 2.7526 -4.34 2.62 -2.61 -0.385
C 1.1957 0.8056 0.9799 1.67 3.98 -1.30 -0.262
F 1.7249 1.7933 1.9930 -2.16 -3.25 -3.14 -0.003
F 0.1365 1.4521 0.1717 3.09 -1.97 2.77 -0.003
C 2.4730 0.5542 -0.0674 1.49 0.55 -1.70 -0.161
F 3.0069 1.8825 -0.5503 -1.94 -4.58 1.70 0.021
F 3.6221 -0.1357 0.5637 -4.44 2.26 -2.58 0.062
F 1.9023 -0.1353 -1.2485 2.47 2.14 4.11 0.049
H 2.2613 -4.0358 2.6342 1.72 -1.81 -0.02 0.082
H 3.1325 -5.2722 3.7701 0.18 0.47 -2.31 0.100
H 4.1317 -4.2524 2.4560 -1.81 -1.09 0.70 0.103
H 2.2461 -4.2024 0.4584 -0.31 -2.13 0.13 0.113
H 2.4580 -5.8069 -0.5219 -0.24 0.57 2.20 0.128
H 0.6923 -7.0518 1.0544 -0.03 2.58 -0.02 0.125
H 0.3149 -5.3374 1.8834 0.34 -1.12 -1.93 0.108
H -0.7906 -6.6724 -0.7460 0.73 1.92 0.73 0.111
H 0.2543 -5.1900 -1.2692 -1.56 -0.75 1.81 0.119
H -2.4737 -4.8820 -0.9266 1.60 0.38 1.95 0.114
H -1.4705 -3.5328 -0.0501 -0.09 -2.52 -0.16 0.095
H -2.1033 -6.1152 1.7061 -0.67 2.25 -0.57 0.116
H -2.0651 -4.3031 2.2693 -0.79 -1.38 -1.96 0.109
H -4.3556 -5.2669 0.1482 0.47 0.38 2.15 0.111
H -4.4581 -5.9153 1.9360 0.59 1.76 -1.29 0.110
H -5.9865 -3.7676 1.7153 2.57 0.06 -0.03 0.116
H -4.5062 -3.2656 2.7720 -0.35 -0.78 -2.23 0.107
H -5.4782 -2.0101 0.1098 2.13 -1.28 0.71 0.089
H -3.9491 -3.0932 -0.3735 -1.00 1.24 1.54 0.074
H -6.1319 -0.3137 2.1605 1.97 0.31 -0.45 -0.115
H -2.3323 0.8102 -0.2959 -0.01 -2.16 -0.03 0.080
H -1.3712 -0.8675 -0.4808 -2.05 0.97 0.32 0.088
H -4.4190 -0.4276 -1.8494 2.09 -0.31 0.50 0.139
H -0.7234 -1.1191 4.3437 0.18 0.28 -0.49 0.038
H -0.3503 1.7726 4.9879 -0.20 1.27 -1.76 0.101
H -1.9851 3.3029 1.9635 -0.47 -2.02 -0.19 0.125
N 1.7195 4.6252 -5.3586 0.57 -0.31 0.76 0.057
C 1.2163 3.9720 -4.2883 0.24 0.38 -0.79 -0.165
C 1.9898 3.5008 -3.2395 0.25 0.02 -0.05 -0.086
C 3.3642 3.7073 -3.2908 0.05 -0.03 0.01 -0.077
C 3.9125 4.3751 -4.3810 -0.15 -0.16 0.24 -0.076
C 3.0570 4.8124 -5.3795 -0.90 -0.06 -0.10 -0.159
H 0.1392 3.8327 -4.2960 0.07 -0.01 0.03 0.104
H 1.5316 2.9850 -2.4033 0.04 0.04 -0.09 0.088
H 4.0030 3.3511 -2.4878 -0.08 0.05 -0.10 0.100
H 4.9798 4.5514 -4.4510 -0.10 0.00 0.00 0.106
H 3.4362 5.3418 -6.2491 0.00 -0.05 0.07 0.104
N 3.7764 8.8163 -2.3595 -0.69 -0.63 0.41 0.053
C 3.1814 7.8486 -3.0908 0.47 0.74 0.46 -0.143
C 2.2239 6.9819 -2.5886 -0.10 0.03 0.24 -0.074
C 1.8549 7.1108 -1.2538 0.04 0.03 -0.04 -0.076
C 2.4513 8.0967 -0.4744 -0.11 -0.19 -0.17 -0.082
C 3.3964 8.9183 -1.0673 0.34 0.03 -0.86 -0.156
H 3.5053 7.7859 -4.1256 -0.06 -0.03 0.06 0.100
H 1.7771 6.2245 -3.2226 0.07 0.16 0.06 0.072
H 1.1087 6.4487 -0.8243 0.07 0.06 -0.05 0.102
H 2.1859 8.2225 0.5692 0.04 0.02 -0.09 0.098
H 3.8876 9.7052 -0.5017 -0.06 -0.07 -0.01 0.100